This record from the Open Molecules 2025 dataset describes 3 unconnected molecules or ions with the total composition C29H53BN2O7. The level of theory is ωB97M-V/def2-TZVPD.

Structure (XYZ):
```
92
Properties=species:S:1:pos:R:3:forces:R:3:lowdin_charge:R:1
C 3.237 -2.019 2.156 0.05 0.36 0.24 -0.12
C 1.885 -1.640 1.428 0.33 0.00 0.17 -0.23
C 1.548 -2.514 0.168 -0.73 0.68 -0.12 -0.21
C 1.938 -1.820 -1.203 -0.15 -1.21 0.13 -0.18
C 3.499 -1.724 -1.424 -0.64 -0.07 -0.44 -0.19
C 4.034 -0.308 -1.827 0.83 -0.01 1.09 -0.20
C 3.692 0.772 -0.712 0.60 -1.05 -0.35 -0.20
C 4.278 2.191 -1.006 0.08 0.13 -0.23 -0.15
C 3.295 3.300 -1.540 0.62 0.03 -0.01 -0.10
C 1.862 3.326 -0.942 -2.82 1.39 1.53 -0.28
O 0.874 2.360 -1.345 1.42 -0.68 -0.90 -0.11
C 1.079 1.819 -2.648 -1.28 -0.56 -1.14 -0.24
C -0.086 0.790 -2.971 0.53 0.49 0.46 -0.06
C 1.129 4.756 -1.093 2.70 1.88 -0.51 -0.11
C 0.302 5.101 -2.366 -0.18 -0.16 -0.18 -0.13
C -1.099 4.449 -2.560 -0.76 0.56 -0.27 -0.18
C -2.060 4.407 -1.308 -0.64 -0.84 -0.91 -0.13
C -2.135 2.940 -0.764 0.23 -0.43 0.89 -0.14
N -3.382 2.644 -0.018 0.72 0.18 -0.77 -0.16
C -4.441 2.011 -0.619 -2.56 -0.64 1.63 -0.12
C -5.490 1.809 0.352 3.17 1.48 0.43 -0.08
C -4.905 2.396 1.568 0.20 0.03 0.14 -0.12
C -3.591 2.912 1.327 -2.83 -1.50 -0.98 -0.08
C 0.631 5.263 0.325 -0.28 -2.88 -1.82 -0.43
O 0.459 6.396 0.680 -0.20 -0.08 0.22 0.11
N 0.512 4.035 1.043 0.71 2.50 -0.40 0.17
C 1.742 3.259 0.658 -0.02 -0.93 1.38 -0.29
O 1.420 1.979 1.227 0.74 0.18 -0.68 0.01
B 2.865 4.001 1.549 1.16 -0.29 0.89 -0.52
O 2.968 3.584 2.900 0.19 -0.40 -1.57 0.14
O 3.758 4.997 1.106 -1.27 -0.22 0.15 0.14
H 3.880 -1.113 2.307 -0.45 -0.74 -0.10 0.06
H 3.853 -2.768 1.603 -0.57 0.54 0.33 0.06
H 3.034 -2.437 3.178 0.20 0.29 -0.93 0.07
H 1.895 -0.570 1.090 0.08 -0.89 0.35 0.07
H 1.088 -1.680 2.218 0.48 -0.14 -0.93 0.11
H 1.987 -3.543 0.229 -0.22 0.90 -0.03 0.11
H 0.438 -2.665 0.136 0.99 0.06 0.03 0.09
H 1.508 -2.500 -1.989 0.36 0.72 0.55 0.11
H 1.391 -0.852 -1.317 0.59 -0.59 0.27 0.08
H 3.989 -2.109 -0.494 -0.14 0.62 -0.78 0.09
H 3.752 -2.454 -2.237 -0.01 0.63 0.69 0.11
H 3.722 0.017 -2.848 -0.03 -0.31 0.73 0.10
H 5.158 -0.393 -1.853 -0.93 0.18 -0.18 0.11
H 2.594 0.713 -0.553 0.76 0.56 0.03 0.08
H 4.199 0.382 0.216 -0.63 0.30 -0.68 0.12
H 5.078 2.061 -1.787 -0.63 0.19 0.72 0.12
H 4.822 2.608 -0.113 -0.62 -0.48 -0.62 0.11
H 3.766 4.285 -1.276 -0.53 -0.87 -0.19 0.12
H 3.326 3.271 -2.660 -0.59 -0.01 0.92 0.13
H 1.018 2.648 -3.396 0.33 -0.61 0.37 0.11
H 2.030 1.258 -2.793 -0.41 0.66 0.50 0.09
H 0.314 -0.030 -3.615 -0.41 0.60 0.54 0.08
H -0.445 0.378 -1.996 0.23 0.14 -0.84 0.08
H -0.939 1.281 -3.492 0.59 -0.36 0.39 0.06
H 2.031 5.434 -1.218 -0.85 -0.36 0.05 0.15
H 0.943 4.862 -3.259 -0.52 0.19 0.77 0.12
H 0.171 6.216 -2.398 0.10 -0.95 0.24 0.13
H -1.089 3.422 -3.010 0.37 0.89 0.53 0.08
H -1.630 5.069 -3.337 0.61 -0.48 0.63 0.11
H -1.867 5.182 -0.533 0.13 -0.68 -0.45 0.11
H -3.092 4.626 -1.700 0.87 -0.14 0.44 0.12
H -2.089 2.173 -1.578 -0.06 0.97 0.49 0.11
H -1.303 2.671 -0.066 -0.53 0.49 -0.74 0.11
H -4.538 1.674 -1.665 0.81 0.55 0.69 0.11
H -6.471 1.312 0.249 0.91 0.47 -0.03 0.08
H -5.395 2.411 2.563 0.42 0.03 -0.89 0.08
H -2.859 3.390 1.994 -0.48 -0.38 -0.69 0.11
H 0.401 4.206 2.047 0.15 -0.45 -0.19 0.16
H 2.226 1.552 1.560 -0.29 0.27 -0.10 0.08
H 3.881 3.325 3.107 -0.29 0.63 0.24 0.12
H 3.323 5.869 1.117 0.38 -0.21 -0.13 0.12
C -1.998 -6.058 0.699 0.49 0.37 -0.40 -0.04
C -0.609 -5.864 0.151 -0.17 0.30 -0.24 -0.48
C 0.369 -7.001 0.324 0.29 0.19 -0.15 -0.02
O -0.285 -4.836 -0.408 -0.03 -0.34 0.01 0.05
H -2.590 -5.165 0.505 0.05 -0.06 0.04 0.08
H -2.475 -6.909 0.209 0.01 -0.11 0.22 0.09
H -1.953 -6.220 1.772 0.03 -0.20 -0.12 0.07
H -0.005 -7.893 -0.182 -0.04 -0.07 0.19 0.08
H 0.517 -7.205 1.386 -0.12 -0.17 -0.04 0.08
H 1.327 -6.724 -0.117 -0.07 0.00 0.02 0.08
C -6.230 -5.920 2.249 0.22 0.15 -0.22 -0.02
C -5.046 -6.573 2.914 0.27 0.05 -0.06 -0.48
C -5.325 -7.493 4.075 0.33 -0.06 0.03 -0.02
O -3.914 -6.365 2.530 -0.72 -0.10 0.42 0.04
H -5.883 -5.287 1.432 0.00 -0.04 0.07 0.08
H -6.896 -6.683 1.842 -0.12 0.05 0.16 0.09
H -6.767 -5.300 2.969 -0.14 -0.15 -0.01 0.09
H -5.951 -8.325 3.748 -0.15 0.10 0.10 0.09
H -5.821 -6.942 4.875 -0.17 -0.10 -0.06 0.09
H -4.384 -7.890 4.454 -0.05 0.04 -0.04 0.08
```
Positions in Å, forces in eV/Å.

The max |F| is 3.53 eV/A. The value obtained for the gap between HOMO and LUMO is 7.95 eV. The value obtained for the total energy is -48921.12152 eV. The value obtained for the lowest unoccupied orbital energy is 0.298 eV.

***

This record from the Open Molecules 2025 dataset describes a molecular structure, C29H53BeN10O4. The level of theory is ωB97M-V/def2-TZVPD.

Structure (XYZ):
```
97
Properties=species:S:1:pos:R:3:forces:R:3:lowdin_charge:R:1
Be 0.352 1.068 -0.190 0.43 0.12 0.12 0.14
C 2.022 1.942 3.849 0.02 0.00 -0.01 -0.04
N 1.002 0.918 3.752 -0.07 -0.07 0.00 -0.14
C 0.509 0.403 5.021 0.06 0.01 0.00 -0.04
C 0.464 0.520 2.563 -0.11 -0.32 0.02 -0.35
N 0.228 1.341 1.566 0.21 0.38 -0.22 0.09
C -0.048 2.746 1.884 -0.03 -0.12 -0.04 -0.17
C -0.835 3.273 0.707 -0.06 0.06 0.01 -0.15
N -0.146 2.879 -0.546 0.05 -0.14 0.12 -0.15
C 1.147 3.610 -0.679 -0.02 0.03 0.00 -0.12
C 2.330 2.732 -0.251 -0.12 -0.08 -0.01 -0.17
N 2.004 1.404 -0.744 -0.19 0.10 0.07 0.06
C 2.911 0.716 -1.401 0.16 0.02 -0.03 -0.36
N 4.235 0.781 -1.065 -0.13 -0.09 -0.01 -0.15
C 4.637 0.873 0.325 0.01 0.07 0.01 -0.04
C 5.305 0.768 -2.046 -0.01 -0.07 0.03 -0.04
N 2.573 -0.059 -2.453 -0.07 -0.01 0.05 -0.11
C 1.456 0.273 -3.326 0.01 0.00 0.03 -0.01
C 3.256 -1.303 -2.775 0.01 0.08 -0.03 -0.04
C -1.042 3.137 -1.700 0.00 0.06 -0.02 -0.14
C -2.020 2.004 -1.994 -0.27 0.17 0.08 -0.21
N -2.556 1.448 -0.775 0.01 -0.33 -0.26 0.09
C -3.736 0.936 -0.755 0.01 0.17 -0.07 -0.38
N -4.587 0.758 -1.829 0.04 -0.08 0.03 -0.15
C -6.028 0.830 -1.676 0.03 0.03 -0.03 -0.07
C -4.141 0.228 -3.106 0.02 -0.03 0.05 -0.06
N -4.283 0.605 0.473 -0.10 0.04 0.01 -0.16
C -3.654 1.155 1.652 0.09 0.00 0.11 -0.07
C -4.897 -0.702 0.636 0.09 -0.06 0.02 -0.05
N 0.139 -0.792 2.436 -0.06 0.01 0.11 -0.11
C -1.119 -1.195 1.818 -0.01 -0.08 0.01 -0.03
C 0.857 -1.850 3.126 -0.08 0.00 0.04 -0.03
H 2.782 1.610 4.560 0.00 0.00 0.00 0.10
H 1.626 2.900 4.197 -0.01 0.00 0.00 0.10
H 2.504 2.083 2.885 -0.02 -0.01 -0.02 0.07
H 0.128 1.228 5.627 0.02 0.01 0.00 0.10
H 1.302 -0.098 5.582 -0.01 -0.02 -0.01 0.10
H -0.302 -0.299 4.854 -0.02 0.02 -0.01 0.09
H 0.860 3.335 2.043 -0.02 0.02 -0.03 0.09
H -0.650 2.842 2.791 0.02 -0.04 0.05 0.14
H -0.962 4.359 0.756 0.06 0.04 -0.04 0.14
H -1.811 2.792 0.678 0.15 0.11 0.00 0.08
H 1.119 4.546 -0.114 -0.01 0.01 -0.01 0.13
H 1.282 3.868 -1.727 0.01 -0.01 -0.03 0.12
H 2.445 2.739 0.834 0.04 0.01 0.03 0.08
H 3.252 3.129 -0.680 0.02 -0.01 -0.02 0.13
H 3.766 0.753 0.964 -0.01 -0.01 0.00 0.08
H 5.116 1.829 0.551 -0.01 0.02 0.00 0.10
H 5.348 0.075 0.556 0.02 0.01 -0.02 0.10
H 4.892 0.838 -3.048 -0.02 0.01 -0.02 0.09
H 5.915 -0.136 -1.977 -0.01 -0.01 0.00 0.09
H 5.955 1.630 -1.882 0.00 0.00 0.01 0.10
H 1.007 1.209 -3.007 0.02 0.00 0.01 0.08
H 0.691 -0.501 -3.315 -0.04 -0.05 0.06 0.09
H 1.826 0.379 -4.350 0.00 -0.01 -0.01 0.10
H 3.946 -1.573 -1.981 0.01 0.01 0.03 0.09
H 3.805 -1.225 -3.717 0.01 -0.01 -0.01 0.10
H 2.516 -2.099 -2.869 -0.02 -0.01 0.01 0.09
H -0.420 3.287 -2.582 -0.02 0.02 -0.04 0.11
H -1.581 4.075 -1.526 0.01 0.01 0.05 0.13
H -1.506 1.239 -2.588 0.03 -0.11 0.14 0.10
H -2.804 2.430 -2.634 0.03 -0.06 -0.06 0.12
H -6.287 1.345 -0.755 0.01 0.00 -0.01 0.09
H -6.493 -0.162 -1.669 -0.02 0.02 -0.01 0.08
H -6.446 1.387 -2.517 0.00 0.01 0.00 0.09
H -3.123 -0.134 -3.031 0.11 -0.01 0.02 0.06
H -4.222 0.970 -3.906 0.00 -0.02 0.00 0.09
H -4.768 -0.627 -3.375 -0.01 -0.01 0.00 0.09
H -3.610 2.242 1.582 -0.06 -0.02 0.00 0.09
H -2.632 0.781 1.806 -0.32 0.24 0.04 0.05
H -4.258 0.890 2.519 -0.04 0.02 0.02 0.10
H -5.045 -1.165 -0.336 0.00 -0.01 0.04 0.09
H -5.862 -0.630 1.143 -0.01 0.02 0.01 0.09
H -4.248 -1.363 1.220 -0.01 -0.01 0.00 0.08
H -1.479 -0.418 1.148 0.11 -0.24 0.07 0.06
H -1.866 -1.390 2.596 0.02 -0.03 0.04 0.10
H -0.970 -2.108 1.243 -0.03 0.05 0.13 0.09
H 1.772 -1.463 3.567 0.02 0.01 -0.02 0.10
H 1.113 -2.626 2.404 -0.03 0.01 0.06 0.07
H 0.250 -2.306 3.913 0.00 0.02 0.03 0.10
O -1.418 -1.390 -1.912 -0.12 0.05 -0.16 0.07
C -0.472 -1.414 -1.145 -0.01 0.01 0.11 -0.56
O 0.067 -0.386 -0.585 0.08 0.12 -0.32 -0.04
C 0.170 -2.718 -0.759 0.14 -0.05 -0.18 -0.15
C 1.402 -2.736 -0.118 0.03 -0.04 -0.07 -0.06
C 2.034 -3.938 0.221 0.00 0.04 -0.04 0.01
C 1.365 -5.093 -0.098 0.04 -0.02 0.03 -0.21
O 1.757 -6.375 0.124 -0.02 -0.08 0.01 0.04
C 0.714 -7.212 -0.392 0.00 0.11 -0.01 -0.11
O -0.302 -6.358 -0.920 0.01 -0.07 0.00 0.04
C 0.130 -5.078 -0.729 -0.06 0.00 -0.03 -0.20
C -0.492 -3.913 -1.083 0.02 0.01 -0.06 0.09
H 1.865 -1.788 0.126 0.02 0.00 -0.02 0.11
H 2.999 -3.968 0.709 -0.01 0.01 0.00 0.12
H 0.299 -7.814 0.416 0.00 0.00 0.03 0.14
H 1.115 -7.839 -1.188 0.01 0.00 -0.03 0.14
H -1.443 -3.891 -1.596 0.01 0.01 0.01 0.14
```
Positions in Å, forces in eV/Å.

The max |F| is 0.49 eV/A. The value obtained for the gap between HOMO and LUMO is 8.42 eV. The value obtained for the total energy is -54423.87932 eV. The value obtained for the lowest unoccupied orbital energy is -1.749 eV. The charge is +1.

***

This record from the Open Molecules 2025 dataset describes a molecular structure, C29H53Cl2I2N3O11P3S2. The level of theory is ωB97M-V/def2-TZVPD.

Structure (XYZ):
```
105
Properties=species:S:1:pos:R:3:forces:R:3:lowdin_charge:R:1
C 4.652 -1.476 0.915 -0.44 -0.25 0.14 -0.03
C 3.812 -1.894 -0.286 0.30 -0.15 -0.09 -0.37
O 4.237 -1.312 -1.509 -0.12 0.24 0.12 -0.03
C 2.301 -1.613 -0.038 0.68 -0.44 0.19 -0.17
O 1.775 -1.061 -1.241 -0.23 0.47 0.24 -0.15
N 0.366 -0.741 -1.314 -0.21 0.63 0.22 -0.19
P -0.552 -1.422 0.206 -0.14 -1.96 0.30 1.05
C -2.358 -1.217 0.055 -0.10 0.36 -0.22 -0.25
O -0.139 -0.302 1.321 -0.02 0.12 -0.22 -0.28
C 0.279 0.763 -1.600 0.37 0.14 -0.46 -0.45
C -1.064 1.412 -1.300 -0.07 0.12 -0.11 -0.27
O -2.059 1.251 -2.286 0.11 -0.17 -0.11 -0.16
C -3.049 2.219 -2.162 -0.09 -0.12 0.20 -0.28
C -3.846 2.237 -1.029 0.12 -0.31 0.25 -0.02
C -4.817 3.201 -0.886 -0.33 0.39 0.10 -0.07
C -5.004 4.157 -1.872 -0.07 -0.02 0.15 -0.08
C -4.205 4.125 -3.000 -0.32 0.45 -0.07 -0.07
C -3.227 3.166 -3.150 0.35 -0.13 -0.26 -0.05
P 1.416 2.086 -0.708 -0.12 0.19 -0.02 0.94
N 2.882 1.341 -0.282 -0.03 0.46 0.30 -0.12
O 0.652 2.266 0.729 0.48 0.17 0.04 -0.30
C 0.849 0.790 -3.044 0.36 -0.02 -0.08 -0.65
I 0.603 2.649 -4.074 -0.20 -0.01 0.03 0.97
C 0.634 -0.575 -3.807 -0.26 0.86 1.14 -0.51
C 2.005 -1.062 -4.319 -0.09 -0.24 0.23 -0.20
C 2.812 -0.085 -5.188 0.35 -0.36 -0.38 -0.25
C 4.025 0.500 -4.448 0.03 -0.05 -0.02 -0.58
Cl 4.324 2.220 -4.818 0.00 0.10 0.02 0.54
P -0.599 -0.978 -5.211 -0.11 -0.90 -1.20 0.50
O 0.263 -1.077 -6.598 0.37 0.66 0.29 -0.39
I -2.113 0.817 -5.853 -0.10 0.02 0.11 0.55
C 0.070 -1.495 -2.607 -0.48 -0.74 -1.66 -0.60
Cl -1.717 -1.669 -2.862 0.00 0.29 1.30 0.79
C 0.626 -2.927 -2.556 0.08 0.20 0.37 -0.14
C -0.005 -4.017 -3.437 0.44 -0.83 -0.17 -0.38
O 1.075 -4.897 -3.784 -0.03 0.12 0.09 -0.03
C -1.109 -4.865 -2.793 -0.31 0.09 -0.09 -0.24
N -0.829 -5.144 -1.385 -0.02 0.18 0.03 0.02
H 4.343 -0.517 1.328 0.20 0.17 -0.15 0.07
H 5.712 -1.470 0.665 0.02 0.05 0.02 0.09
H 4.511 -2.217 1.705 0.08 0.04 0.04 0.09
H 3.937 -2.978 -0.374 -0.15 -0.01 -0.16 0.14
H 5.169 -1.091 -1.429 0.03 -0.04 -0.04 0.10
H 2.187 -0.942 0.813 -0.16 0.09 -0.13 0.09
H 1.861 -2.583 0.191 -0.27 0.15 0.03 0.10
H -2.725 -0.545 -0.714 -0.02 0.11 0.07 0.00
H -2.756 -2.211 -0.146 0.03 -0.01 0.01 0.04
H -2.725 -0.895 1.036 0.09 0.00 0.04 0.07
H -0.765 -0.399 2.058 0.09 0.45 0.15 0.05
H -0.877 2.490 -1.206 0.10 -0.02 -0.02 0.10
H -1.401 1.101 -0.310 -0.03 0.02 0.00 0.09
H -3.714 1.510 -0.238 0.08 -0.09 -0.07 0.11
H -5.434 3.227 0.002 -0.01 -0.08 0.03 0.11
H -5.760 4.917 -1.736 -0.01 0.04 -0.11 0.11
H -4.333 4.876 -3.769 -0.01 -0.01 -0.05 0.11
H -2.598 3.170 -4.027 0.07 -0.10 0.04 0.03
H 3.002 1.234 0.720 0.01 -0.27 -0.02 0.04
H 3.644 1.935 -0.591 0.04 -0.12 -0.15 0.06
H 0.914 1.619 1.396 -0.39 -0.18 0.02 0.03
H 1.925 0.835 -2.858 0.03 -0.11 -0.23 0.03
H 2.605 -1.290 -3.438 0.08 -0.05 -0.03 0.10
H 1.870 -2.005 -4.851 0.01 0.03 -0.02 0.12
H 3.220 -0.671 -6.013 -0.12 0.07 -0.08 0.12
H 2.222 0.695 -5.666 -0.08 0.10 0.27 0.05
H 3.933 0.398 -3.368 -0.05 0.13 0.02 0.04
H 4.936 -0.013 -4.743 -0.03 -0.08 0.05 0.07
H 0.486 -0.228 -7.006 0.10 -0.07 -0.11 0.04
H 1.677 -2.911 -2.820 -0.03 0.06 -0.06 0.11
H 0.611 -3.275 -1.522 -0.10 -0.01 0.00 0.08
H -0.366 -3.651 -4.397 -0.03 0.26 0.09 0.11
H 1.237 -5.464 -3.020 0.01 -0.03 0.00 0.09
H -2.095 -4.429 -2.980 0.04 0.15 0.12 0.09
H -1.102 -5.813 -3.333 0.02 0.01 -0.01 0.13
H -1.502 -5.803 -1.011 0.09 -0.17 -0.09 0.08
H -0.956 -4.304 -0.831 -0.01 -0.01 0.05 0.03
C 0.787 -2.409 6.085 -0.03 0.06 -0.07 -0.22
C 0.318 -0.954 5.931 -0.02 -0.09 -0.01 -0.20
C -1.010 -0.977 5.165 0.19 0.01 0.44 -0.23
S -1.771 -2.565 5.544 0.11 0.02 -0.07 0.67
O -1.832 -3.321 4.311 -0.06 0.03 -0.01 -0.34
O -2.943 -2.379 6.354 -0.09 -0.06 -0.12 -0.31
C -0.431 -3.204 6.544 0.24 0.04 0.02 -0.22
H 1.609 -2.500 6.792 0.01 0.00 0.00 0.12
H 1.130 -2.789 5.119 0.01 -0.04 0.02 0.11
H 0.163 -0.509 6.915 -0.01 0.00 0.00 0.12
H 1.058 -0.346 5.411 0.00 0.03 0.01 0.11
H -1.680 -0.186 5.476 -0.12 -0.02 -0.08 0.08
H -0.862 -0.936 4.091 -0.04 -0.09 -0.03 0.06
H -0.342 -4.276 6.384 -0.13 -0.01 -0.03 0.11
H -0.680 -3.000 7.585 -0.03 0.01 0.00 0.11
C -1.710 5.358 4.000 0.11 -0.04 0.05 -0.21
C -0.311 4.993 3.484 -0.07 -0.02 -0.03 -0.20
C 0.126 3.718 4.216 0.11 0.17 -0.13 -0.21
S -1.388 2.837 4.629 -0.03 0.28 -0.10 0.67
O -1.523 2.774 6.060 0.03 -0.16 0.01 -0.30
O -1.477 1.619 3.850 0.09 -0.09 -0.21 -0.35
C -2.515 4.062 3.979 -0.08 0.17 -0.07 -0.22
H -2.181 6.125 3.388 -0.01 0.00 0.00 0.12
H -1.645 5.737 5.022 -0.03 0.00 0.01 0.12
H -0.355 4.805 2.410 -0.01 -0.03 0.00 0.11
H 0.402 5.799 3.648 0.01 0.00 0.01 0.12
H 0.746 3.072 3.599 -0.01 -0.06 0.05 0.08
H 0.636 3.936 5.152 -0.07 -0.05 0.06 0.11
H -3.409 4.083 4.599 0.02 -0.10 0.04 0.11
H -2.770 3.766 2.961 0.02 -0.04 0.00 0.11
```
Positions in Å, forces in eV/Å.

The max |F| is 1.99 eV/A. The value obtained for the gap between HOMO and LUMO is 8.05 eV. The value obtained for the total energy is -148699.83396 eV. The value obtained for the lowest unoccupied orbital energy is -2.503 eV. The charge is +1.